(A)
The following is a DFT calculation (ωB97M-V/def2-TZVPD) of 2 unconnected molecules or ions with the total composition C5H15NP.

The multiplicity is 1. Its net charge is +1.

Each line ends with the Mulliken charge.
Cartesian coordinates (Å):
C -1.73 1.96 1.37  -1.06
C 0.58 -1.73 -1.39  -1.00
C 2.14 0.10 -1.17  -0.90
C -0.19 0.51 -1.14  -0.40
C -1.70 0.47 1.17  -0.40
N 0.82 -0.27 -1.14  0.09
P -0.39 -0.52 1.69  0.00
H -1.99 2.44 0.43  0.31
H -0.79 2.30 1.87  0.32
H -2.41 2.10 2.14  0.41
H 1.47 -2.35 -1.06  0.34
H -0.17 -2.02 -0.68  0.44
H 0.37 -2.05 -2.42  0.32
H 2.24 1.09 -0.74  0.37
H 2.93 -0.72 -0.75  0.29
H 2.48 0.22 -2.23  0.37
H -0.25 1.52 -1.28  0.50
H -1.09 -0.19 -1.42  0.32
H -2.54 -0.12 0.82  0.44
H 0.84 -1.30 1.13  0.04
H -0.76 -1.75 2.25  0.15
H 0.14 0.28 2.55  0.07

=====

(B)
The following is a DFT calculation (ωB97M-V/def2-TZVPD) of a gas-phase ion, C5H15NP (charge +1).

The multiplicity is 1. Its net charge is +1.

Each line ends with the Mulliken charge.
Cartesian coordinates (Å):
C 1.43 -1.91 1.08  -1.43
C 0.67 -0.63 1.00  -0.46
N -0.24 -0.60 -0.12  -0.13
C 0.46 -1.01 -1.23  -1.14
C -1.13 0.85 -0.31  0.00
C -0.35 1.85 -1.03  -1.36
P -1.63 1.32 1.52  -0.08
H 0.77 -2.69 0.79  0.39
H 2.28 -1.83 0.40  0.39
H 1.74 -2.06 2.10  0.38
H 1.31 0.21 0.91  0.42
H 0.13 -0.34 1.85  0.55
H -1.03 -1.19 -0.01  0.36
H 1.27 -0.29 -1.61  0.32
H 0.83 -1.95 -1.05  0.57
H -0.38 -1.24 -1.91  0.39
H -1.91 0.41 -0.88  0.43
H 0.67 2.26 -0.78  0.36
H -0.87 2.85 -1.09  0.42
H -0.28 1.58 -2.17  0.37
H -0.85 2.50 1.38  0.11
H -2.89 1.92 1.14  0.13

=====

(C)
The following is a DFT calculation (ωB97M-V/def2-TZVPD) of a gas-phase ion, C5H15NP (charge +1).

The multiplicity is 1. Its net charge is +1.

Each line ends with the Mulliken charge.
Cartesian coordinates (Å):
C -3.20 1.32 -1.01  -1.23
C -2.24 0.34 -1.71  -0.45
C -1.50 -0.40 -0.77  0.18
N -0.18 -0.36 -0.69  -0.51
P 1.32 -1.39 0.45  0.03
C 1.66 0.38 1.06  -0.48
C 2.97 0.33 1.90  -1.27
H -3.66 0.84 -0.15  0.36
H -2.60 2.10 -0.63  0.35
H -3.94 1.71 -1.67  0.35
H -2.92 -0.27 -2.30  0.31
H -1.67 0.86 -2.38  0.25
H -2.04 -0.91 -0.02  0.39
H 0.34 0.16 -1.46  0.32
H 1.79 -1.74 -0.84  0.16
H 0.20 -2.26 0.79  0.15
H 2.55 -1.82 1.16  0.14
H 0.83 0.69 1.62  0.44
H 1.63 1.11 0.20  0.39
H 3.68 -0.18 1.31  0.42
H 3.30 1.44 2.13  0.32
H 2.79 -0.30 2.80  0.39

=====

Ranking the structures above from most stable to least stable yields (C), (B), (A).